C11H33N11O22 | ωB97M-V/def2-TZVPD

The geometry in XYZ format:
```
77
Properties=species:S:1:pos:R:3:mulliken_spin:R:1
C 22.68 -16.20 -12.22 0.000
N 23.46 -15.14 -12.81 0.000
O 23.10 -13.97 -12.59 0.000
O 24.51 -15.52 -13.26 0.000
H 21.62 -15.98 -12.31 0.000
H 22.82 -16.35 -11.15 0.000
H 22.97 -17.10 -12.75 0.000
C 24.38 -8.25 -9.30 0.000
N 24.38 -9.50 -10.16 0.000
O 25.39 -9.76 -10.78 0.000
O 23.33 -10.06 -10.53 0.000
H 23.58 -8.17 -8.56 0.000
H 24.13 -7.42 -9.97 0.000
H 25.36 -8.05 -8.89 0.000
C 26.00 -13.45 -18.79 0.000
N 26.38 -12.32 -17.84 0.000
O 26.95 -11.37 -18.28 0.001
O 26.02 -12.42 -16.66 0.001
H 25.05 -13.04 -19.15 0.000
H 25.62 -14.42 -18.47 0.000
H 26.71 -13.40 -19.62 0.000
C 27.72 -13.39 -13.72 0.000
N 28.15 -14.28 -14.91 0.000
O 27.23 -14.73 -15.57 0.000
O 29.31 -14.54 -15.06 0.000
H 26.96 -12.71 -14.11 0.000
H 28.55 -13.00 -13.13 0.000
H 27.26 -14.17 -13.13 0.000
C 28.49 -11.02 -9.29 0.000
N 27.63 -12.20 -9.46 0.000
O 27.35 -12.80 -8.47 0.000
O 27.24 -12.55 -10.55 0.000
H 29.24 -10.90 -10.07 0.000
H 28.97 -10.99 -8.32 0.000
H 27.85 -10.15 -9.45 0.000
C 22.97 -15.69 -16.27 0.000
N 23.00 -14.42 -17.04 0.000
O 23.21 -13.35 -16.45 0.000
O 23.09 -14.47 -18.28 0.000
H 21.99 -16.04 -15.96 0.000
H 23.77 -15.61 -15.54 0.000
H 23.35 -16.50 -16.89 0.000
C 28.62 -9.57 -16.43 0.049
N 30.07 -9.29 -16.72 -0.015
O 30.87 -9.45 -15.84 0.024
O 30.38 -8.75 -17.77 0.895
H 28.65 -10.65 -16.57 0.005
H 27.91 -9.13 -17.12 0.011
H 28.45 -9.16 -15.44 0.016
C 20.62 -12.15 -13.49 0.000
N 20.25 -13.58 -13.24 0.000
O 20.20 -13.94 -12.09 0.000
O 20.19 -14.33 -14.23 0.000
H 20.75 -11.98 -14.56 0.000
H 21.56 -11.84 -13.03 0.000
H 19.85 -11.44 -13.16 0.000
C 24.38 -13.39 -9.29 0.000
N 23.59 -12.70 -8.25 0.000
O 24.11 -11.76 -7.70 0.000
O 22.42 -12.92 -8.20 0.000
H 24.96 -14.14 -8.74 0.000
H 25.04 -12.67 -9.78 0.000
H 23.70 -13.84 -10.01 0.000
C 24.81 -11.26 -13.36 0.001
N 25.80 -10.18 -13.86 0.000
O 25.44 -9.31 -14.57 0.000
O 26.97 -10.40 -13.63 0.012
H 23.91 -10.69 -13.10 0.000
H 25.22 -11.75 -12.48 0.000
H 24.55 -11.93 -14.18 0.000
C 24.49 -6.07 -15.42 0.000
N 24.29 -4.66 -14.91 0.000
O 24.89 -3.73 -15.45 0.000
O 23.33 -4.51 -14.11 0.000
H 24.93 -6.11 -16.42 0.000
H 23.59 -6.69 -15.46 0.000
H 25.24 -6.49 -14.76 0.000
```

- Total energy: -73334.823 eV
- HOMO level (alpha / beta): -12.562 / -12.562 eV
- Multiplicity: 2
- Net charge: +1
- Lowest unoccupied orbital energy (alpha / beta): -6.69 / -10.27 eV



C2H4F2 | ωB97M-V/def2-TZVPD

The geometry in XYZ format:
```
8
Properties=species:S:1:pos:R:3:lowdin_charge:R:1
C 0.70 0.42 0.27 -0.026
C -0.60 -0.31 -0.20 -0.469
F -0.80 -1.35 0.57 0.060
F -0.52 -0.88 -1.50 -0.019
H 0.58 0.47 1.42 0.115
H 1.48 -0.26 -0.14 0.087
H 0.65 1.42 -0.22 0.079
H -1.50 0.48 -0.19 0.173
```

- Total energy: -7573.395 eV
- HOMO level: -11.638 eV
- ΔE to the lowest compared entry with this formula, charge and spin: 11.4 kcal per mole
- Lowest unoccupied orbital energy: 1.10 eV
- SMILES: CC(F)F



C39H37BCl3F2NSSb2SiTi | ωB97M-V/def2-TZVPD

The geometry in XYZ format:
```
88
Properties=species:S:1:pos:R:3:mulliken_spin:R:1
Ti -0.81 1.30 -0.08 0.999
C 1.92 -0.26 -2.67 -0.009
C 2.30 -0.85 -1.35 0.018
C 1.34 -1.94 -0.72 -0.008
Sb -1.29 -2.48 1.40 -0.008
C 0.04 -4.20 1.65 0.000
C 1.27 -3.90 2.22 0.001
C 2.18 -4.90 2.57 0.000
C 1.80 -6.25 2.36 0.000
C 0.58 -6.57 1.80 0.000
C -0.32 -5.54 1.47 0.001
C -2.54 -3.33 -0.16 -0.001
C -2.27 -3.27 -1.56 -0.001
C -3.25 -3.72 -2.46 0.000
C -4.47 -4.16 -1.96 0.000
C -4.70 -4.27 -0.60 0.000
C -3.75 -3.86 0.31 0.000
Sb 0.47 1.36 -2.63 -0.025
C 1.56 2.95 -3.62 0.000
C 2.62 3.42 -2.88 0.002
C 3.35 4.51 -3.30 0.000
C 2.94 5.15 -4.49 0.000
C 1.94 4.63 -5.24 0.000
C 1.27 3.51 -4.86 -0.001
C -0.58 0.80 -4.36 0.004
C -1.95 0.91 -4.51 0.003
C -2.54 0.62 -5.72 0.000
C -1.76 0.17 -6.77 0.000
C -0.41 0.03 -6.60 0.000
C 0.21 0.35 -5.38 -0.003
H 1.46 -0.99 -3.36 0.000
H 2.81 0.15 -3.18 -0.001
H 2.44 -0.09 -0.58 0.006
H 3.27 -1.35 -1.44 0.000
H 1.99 -2.32 0.05 0.001
H 1.21 -2.83 -1.31 0.000
H 1.47 -2.83 2.37 0.000
H 3.11 -4.68 3.09 0.000
H 2.40 -7.05 2.75 0.000
H 0.33 -7.63 1.61 0.000
H -1.30 -5.78 1.05 0.000
H -1.32 -2.91 -1.89 0.000
H -3.12 -3.66 -3.52 0.000
H -5.24 -4.43 -2.65 0.000
H -5.66 -4.66 -0.22 0.000
H -3.96 -3.92 1.38 0.000
H 2.94 2.94 -1.94 0.000
H 4.15 4.82 -2.62 0.000
H 3.42 6.04 -4.83 0.000
H 1.65 5.03 -6.21 0.000
H 0.49 3.14 -5.52 0.000
H -2.61 1.32 -3.75 0.001
H -3.61 0.72 -5.85 0.000
H -2.23 -0.11 -7.71 0.000
H 0.28 -0.30 -7.39 0.000
H 1.26 0.19 -5.21 0.000
F -0.88 -0.65 -1.05 0.010
B 0.04 -1.33 -0.04 0.004
F 0.44 -0.12 0.83 -0.025
N -0.29 2.33 1.57 0.003
S 0.81 1.87 2.67 0.008
C 1.26 3.38 3.61 0.000
C 1.93 3.16 4.83 0.000
C 2.20 4.28 5.62 0.000
C 1.88 5.57 5.18 0.000
C 1.21 5.76 3.97 0.000
C 0.94 4.66 3.18 0.000
C 0.04 0.98 4.05 0.002
C -0.61 1.57 5.14 0.000
C -0.97 0.78 6.21 0.000
C -0.67 -0.59 6.22 0.000
C -0.07 -1.16 5.13 0.001
C 0.31 -0.37 4.04 0.001
H -0.91 3.07 1.85 0.002
H 2.14 2.15 5.14 0.000
H 2.72 4.16 6.56 0.000
H 2.15 6.39 5.85 0.000
H 0.95 6.74 3.60 0.000
H 0.54 4.78 2.17 0.001
H -0.84 2.63 5.07 0.000
H -1.54 1.30 6.99 0.000
H -0.95 -1.22 7.07 0.000
H 0.14 -2.23 5.10 0.000
H 0.86 -0.76 3.17 -0.001
Cl -2.38 2.93 -0.74 0.031
Si -3.00 0.27 0.56 -0.008
Cl -4.41 -0.35 -0.75 -0.003
Cl -3.86 1.03 2.23 -0.001
```

- Total energy: -141113.908 eV
- HOMO level (alpha / beta): -10.237 / -10.238 eV
- ΔE to the lowest compared entry with this formula, charge and spin: 5.7 kcal per mole
- Multiplicity: 2
- Net charge: +1
- Lowest unoccupied orbital energy (alpha / beta): -3.65 / -3.67 eV



C10H7Br | ωB97M-V/def2-TZVPD

The geometry in XYZ format:
```
18
Properties=species:S:1:pos:R:3:lowdin_charge:R:1
Br -3.65 -0.84 -0.23 0.666
C -2.16 0.37 0.08 -0.582
C -2.40 1.74 0.06 -0.168
C -1.38 2.68 0.10 -0.083
C -0.08 2.22 0.32 -0.098
C 0.23 0.84 0.34 -0.082
C -0.74 -0.22 0.23 -0.083
C 0.09 -1.63 0.19 -0.121
C 0.81 -2.38 1.06 -0.012
C 1.39 -3.30 -0.14 -0.060
C 0.67 -2.56 -1.00 -0.053
H -3.40 2.12 0.13 0.095
H -1.57 3.73 0.22 0.096
H 0.83 2.85 0.55 0.118
H 1.31 0.71 0.57 0.112
H 1.02 -2.60 2.09 0.080
H 2.29 -3.84 -0.39 0.081
H 0.65 -2.39 -2.09 0.096
```

- Total energy: -80520.200 eV
- HOMO level: -8.086 eV
- ΔE to the lowest compared entry with this formula, charge and spin: 16.5 kcal per mole
- Lowest unoccupied orbital energy: 0.20 eV
- SMILES: Brc1ccccc1C1=CC=C1



C6H13NO | ωB97M-V/def2-TZVPD

The geometry in XYZ format:
```
21
Properties=species:S:1:pos:R:3:lowdin_charge:R:1
C -1.54 2.98 0.73 -0.118
C -0.39 2.08 0.32 -0.263
C -0.36 0.76 1.13 -0.210
C -1.12 -0.37 0.47 -0.208
C -0.69 -0.76 -0.92 -0.203
N 0.76 -1.02 -1.02 0.021
C 1.39 -2.13 -0.57 -0.384
O 2.57 -2.19 -0.33 0.011
H -2.51 2.52 0.54 0.072
H -1.48 3.27 1.78 0.073
H -1.52 3.93 0.19 0.066
H 0.54 2.63 0.40 0.102
H -0.44 1.89 -0.76 0.091
H -0.77 0.97 2.11 0.108
H 0.70 0.54 1.31 0.106
H -1.18 -1.29 1.07 0.112
H -2.18 -0.09 0.42 0.116
H -1.20 -1.67 -1.26 0.118
H -0.87 0.01 -1.67 0.109
H 1.38 -0.22 -1.10 0.142
H 0.73 -3.01 -0.47 0.136
```

- Total energy: -9970.607 eV
- HOMO level: -9.663 eV
- ΔE to the lowest compared entry with this formula, charge and spin: 13.1 kcal per mole
- Lowest unoccupied orbital energy: 0.94 eV
- SMILES: CCCCCNC=O



C35H38O11P2S4Ti | ωB97M-V/def2-TZVPD

The geometry in XYZ format:
```
91
Properties=species:S:1:pos:R:3:mulliken_spin:R:1
Ti 0.72 0.44 0.73 0.930
O 3.36 0.44 3.02 -0.002
S 3.09 0.29 1.61 -0.023
O 4.31 0.04 0.86 0.000
O 2.32 1.44 1.04 -0.044
O 2.09 -0.83 1.38 -0.005
O 0.89 3.75 -1.05 0.003
S 0.06 2.87 -0.24 0.010
O 0.31 2.92 1.19 0.000
O 0.13 1.47 -0.76 0.008
C -1.61 3.36 -0.45 0.002
C -2.01 4.18 -1.50 -0.007
C -3.32 4.59 -1.61 0.014
C -4.26 4.18 -0.64 -0.018
C -3.86 3.34 0.39 0.004
C -2.56 2.91 0.49 0.008
S -2.14 1.80 1.82 -0.012
O -3.39 1.09 2.10 -0.004
O -1.73 2.59 2.97 -0.003
O -1.11 0.81 1.36 0.058
H -1.25 4.48 -2.21 0.001
H -3.63 5.23 -2.43 0.006
H -5.28 4.54 -0.71 -0.002
H -4.57 2.99 1.12 -0.003
C -4.29 1.82 -4.18 -0.028
C -3.65 0.92 -3.17 0.241
C -2.49 0.21 -3.45 -0.164
C -1.89 -0.57 -2.49 0.326
C -2.42 -0.63 -1.18 0.128
C -3.60 0.10 -0.90 -0.015
C -4.19 0.84 -1.88 0.076
S -1.60 -1.44 0.13 0.209
C -1.37 -3.14 -0.65 0.108
O -0.08 -1.06 0.00 -0.047
H -3.80 1.74 -5.15 0.001
H -4.23 2.86 -3.84 0.027
H -5.35 1.59 -4.31 0.018
H -2.04 0.27 -4.44 0.004
H -0.98 -1.11 -2.70 0.050
H -3.98 0.08 0.11 -0.017
H -5.09 1.41 -1.66 0.065
H -2.34 -3.57 -0.85 -0.016
H -0.82 -3.73 0.08 0.014
H -0.78 -3.06 -1.55 -0.007
C 0.48 0.57 4.15 0.024
P 0.11 -0.96 3.17 0.027
C 1.38 -2.09 3.95 0.000
C -1.39 -1.52 4.08 0.011
C -1.63 -2.89 4.24 -0.005
C -2.81 -3.35 4.80 0.001
C -3.79 -2.44 5.19 0.000
C -3.58 -1.08 4.99 0.000
C -2.40 -0.63 4.44 0.002
H -0.17 1.38 3.82 -0.001
H 1.52 0.84 3.94 -0.002
H 0.35 0.38 5.22 0.000
H 1.14 -2.34 4.98 0.000
H 2.33 -1.56 3.89 0.001
H 1.47 -2.99 3.35 0.000
H -0.88 -3.61 3.93 0.000
H -2.97 -4.41 4.93 0.000
H -4.72 -2.80 5.62 0.000
H -4.35 -0.38 5.26 0.000
H -2.26 0.43 4.26 0.001
C 1.75 0.30 -3.11 0.025
P 2.45 -0.14 -1.43 0.018
C 2.75 -1.93 -1.61 0.000
C 3.64 -2.54 -0.70 0.000
C 3.72 -3.91 -0.60 -0.002
C 2.91 -4.73 -1.38 -0.002
C 2.02 -4.15 -2.28 0.003
C 1.94 -2.77 -2.39 0.003
C 4.09 0.59 -1.81 0.004
C 4.22 1.97 -1.61 0.005
C 5.41 2.61 -1.90 0.000
C 6.49 1.89 -2.39 0.001
C 6.37 0.53 -2.59 -0.001
C 5.18 -0.12 -2.30 0.001
H 2.30 -0.17 -3.93 0.002
H 1.82 1.39 -3.19 0.000
H 0.70 0.05 -3.14 -0.012
H 4.23 -1.89 -0.07 0.001
H 4.41 -4.35 0.11 0.000
H 2.96 -5.81 -1.28 -0.001
H 1.39 -4.78 -2.88 0.001
H 1.23 -2.34 -3.08 0.001
H 3.38 2.52 -1.21 0.003
H 5.50 3.67 -1.74 0.000
H 7.43 2.39 -2.61 0.000
H 7.21 -0.04 -2.98 0.000
H 5.09 -1.18 -2.46 0.000
```

- Total energy: -144471.869 eV
- HOMO level (alpha / beta): 0.927 / -2.921 eV
- ΔE to the lowest compared entry with this formula, charge and spin: 49.7 kcal per mole
- Multiplicity: 3
- Net charge: -2
- Lowest unoccupied orbital energy (alpha / beta): 4.38 / 4.33 eV



C4H10NOS | ωB97M-V/def2-TZVPD

The geometry in XYZ format:
```
17
Properties=species:S:1:pos:R:3:lowdin_charge:R:1
O 1.92 1.38 -0.22 -0.265
C 2.19 0.27 -0.81 -0.576
N 0.99 -0.71 -0.97 -0.082
C 0.59 -1.27 0.27 -0.348
C 0.09 -0.19 1.27 -0.280
C -0.90 0.81 0.66 -0.579
S -2.32 0.04 -0.19 0.639
H 2.99 -0.44 -0.39 0.073
H 2.56 0.28 -1.88 0.068
H 1.27 -1.45 -1.60 0.072
H -0.18 -2.04 0.19 0.073
H 1.40 -1.78 0.83 0.096
H 0.99 0.32 1.58 0.088
H -0.43 -0.68 2.12 0.098
H -0.32 1.46 0.03 0.045
H -1.34 1.43 1.45 0.051
H -2.23 -1.12 0.46 -0.173
```

- Total energy: -18682.378 eV
- HOMO level: -2.806 eV
- ΔE to the lowest compared entry with this formula, charge and spin: 62.7 kcal per mole
- Net charge: -1
- Lowest unoccupied orbital energy: 3.38 eV
- SMILES: [O-]CNCCCS



C36H76O36S7 | ωB97M-V/def2-TZVPD

The geometry in XYZ format:
```
155
Properties=species:S:1:pos:R:3:lowdin_charge:R:1
C 9.06 14.22 22.56 -0.076
C 8.70 13.00 21.71 -0.178
O 8.45 13.47 20.28 -0.282
S 9.70 13.73 19.34 0.646
C 9.05 13.10 17.76 -0.086
O 9.81 15.19 19.32 -0.302
O 10.91 13.06 19.84 -0.312
H 9.26 13.84 23.59 0.090
H 8.16 14.86 22.75 0.093
H 9.87 14.84 22.21 0.049
H 9.54 12.30 21.66 0.099
H 7.70 12.59 22.03 0.136
H 8.20 13.72 17.56 0.059
H 8.88 12.04 17.81 0.058
H 9.80 13.21 16.98 0.035
C 14.29 9.46 14.37 -0.078
C 14.63 9.97 15.71 -0.239
O 15.67 11.04 15.66 -0.293
S 17.26 10.59 15.34 0.614
C 18.03 11.95 16.01 -0.141
O 17.65 9.46 16.15 -0.289
O 17.42 10.48 13.91 -0.278
H 13.45 8.80 14.55 0.072
H 15.09 8.93 13.92 0.074
H 13.92 10.23 13.68 0.080
H 13.76 10.49 16.11 0.086
H 14.88 9.21 16.42 0.112
H 17.47 12.88 15.81 0.066
H 19.07 11.96 15.68 0.094
H 17.99 11.86 17.11 0.083
C 12.72 20.57 21.68 -0.068
C 12.19 19.17 21.95 -0.208
O 13.36 18.23 21.90 -0.268
S 13.06 16.70 21.73 0.575
C 12.40 16.54 20.06 -0.106
O 14.34 16.06 21.83 -0.283
O 11.99 16.29 22.62 -0.302
H 11.87 21.17 21.40 0.068
H 13.36 20.56 20.78 0.070
H 13.24 21.10 22.53 0.099
H 11.67 19.08 22.90 0.116
H 11.44 18.91 21.15 0.126
H 11.42 16.99 20.02 0.058
H 12.31 15.48 19.87 0.048
H 13.11 17.02 19.39 0.049
C 15.57 18.90 18.77 -0.068
C 16.61 18.05 19.29 -0.218
O 17.07 17.09 18.22 -0.251
S 16.49 15.61 18.33 0.625
C 17.22 14.95 19.84 -0.074
O 15.07 15.67 18.57 -0.251
O 17.01 14.95 17.16 -0.269
H 14.76 18.29 18.30 0.085
H 15.93 19.70 18.09 0.088
H 15.08 19.52 19.55 0.091
H 17.45 18.67 19.62 0.137
H 16.27 17.50 20.15 0.094
H 16.81 15.51 20.69 0.061
H 18.30 15.01 19.73 0.079
H 16.83 13.91 19.92 0.066
C 14.61 12.83 13.05 -0.074
C 14.80 12.35 11.63 -0.158
O 14.53 13.54 10.72 -0.269
S 14.68 13.36 9.16 0.542
C 13.13 12.74 8.58 -0.112
O 14.84 14.69 8.69 -0.266
O 15.72 12.41 8.91 -0.274
H 13.57 13.10 13.29 0.074
H 15.20 13.71 13.17 0.054
H 14.96 12.03 13.68 0.052
H 15.88 12.11 11.55 0.128
H 14.12 11.49 11.36 0.138
H 12.92 12.96 7.52 0.090
H 12.36 13.16 9.22 0.050
H 13.14 11.68 8.73 0.059
C 9.77 12.51 13.49 -0.033
C 10.69 13.64 13.98 -0.177
O 10.22 14.46 15.15 -0.299
S 8.97 15.50 14.89 0.586
C 9.58 16.67 15.98 -0.130
O 9.01 15.98 13.52 -0.256
O 7.77 14.95 15.39 -0.267
H 9.57 11.78 14.23 0.025
H 10.22 12.02 12.66 0.080
H 8.76 12.87 13.19 0.097
H 11.62 13.23 14.37 0.098
H 10.92 14.31 13.16 0.072
H 9.97 16.31 16.92 0.059
H 8.75 17.33 16.20 0.081
H 10.39 17.27 15.59 0.080
C 7.30 9.96 15.45 -0.065
C 8.62 9.25 15.33 -0.226
O 9.47 9.73 16.46 -0.287
S 11.07 10.04 16.26 0.588
C 11.61 8.63 17.25 -0.093
O 11.48 9.84 14.92 -0.269
O 11.43 11.24 16.97 -0.265
H 7.48 10.99 15.26 0.060
H 6.94 9.95 16.47 0.084
H 6.59 9.57 14.75 0.086
H 8.53 8.14 15.33 0.134
H 9.08 9.58 14.39 0.102
H 11.34 7.71 16.68 0.088
H 10.99 8.62 18.15 0.076
H 12.67 8.66 17.41 0.052
O 11.49 14.59 11.01 0.145
C 12.35 15.37 11.28 -0.580
O 12.94 16.22 10.44 0.070
C 14.05 16.83 11.04 -0.094
C 13.73 16.68 12.52 -0.113
O 12.80 15.65 12.52 0.037
H 14.86 16.23 10.70 0.108
H 14.17 17.85 10.69 0.135
H 13.19 17.57 12.91 0.146
H 14.56 16.33 13.08 0.099
O 13.40 17.44 16.12 0.122
C 13.26 16.24 16.17 -0.614
O 13.91 15.38 15.44 0.103
C 13.92 14.11 15.99 -0.082
C 12.83 14.29 17.14 -0.079
O 12.63 15.67 17.16 0.058
H 13.64 13.29 15.38 0.095
H 14.85 13.89 16.46 0.085
H 13.19 13.95 18.12 0.113
H 11.94 13.74 16.98 0.078
O 15.42 12.43 18.25 0.192
C 14.82 12.07 19.17 -0.628
O 13.88 11.16 19.18 0.063
C 13.27 10.95 20.45 -0.086
C 14.01 11.96 21.36 -0.053
O 14.94 12.53 20.43 0.043
H 12.27 11.32 20.27 0.091
H 13.30 9.90 20.71 0.134
H 14.63 11.50 22.10 0.122
H 13.35 12.71 21.78 0.127
O 17.32 14.30 13.06 0.178
C 17.59 15.22 13.75 -0.595
O 18.66 15.26 14.55 0.065
C 18.72 16.48 15.25 -0.110
C 17.40 17.18 14.87 -0.112
O 16.91 16.35 13.85 0.075
H 18.71 16.20 16.31 0.109
H 19.58 17.05 14.89 0.136
H 17.52 18.20 14.50 0.128
H 16.76 17.22 15.74 0.105
O 16.54 22.27 16.73 0.168
C 15.89 21.58 16.03 -0.621
O 14.54 21.49 16.11 0.063
C 14.10 20.34 15.46 -0.152
C 15.22 19.97 14.56 -0.104
O 16.32 20.72 15.12 0.084
H 13.98 19.53 16.18 0.098
H 13.17 20.59 14.94 0.144
H 15.11 20.13 13.48 0.139
H 15.34 18.92 14.72 0.091
```

- Total energy: -188117.972 eV
- HOMO level: -10.479 eV
- Lowest unoccupied orbital energy: -0.09 eV
- SMILES: CCOS(C)(=O)=O.CCOS(C)(=O)=O.CCOS(C)(=O)=O.CCOS(C)(=O)=O.CCOS(C)(=O)=O.CCOS(C)(=O)=O.CCOS(C)(=O)=O.O=C1OCCO1.O=C1OCCO1.O=C1OCCO1.O=C1OCCO1.O=C1OCCO1